# C4H4N2

An isolated molecule of C4H4N2 in a non-equilibrium geometry (ωB97M-V/def2-TZVPD, the Open Molecules 2025 dataset).

The calculation puts the orbital gap at 7.15 eV. The energy above the lowest of the compared OMol25 structures with the same formula, charge and spin comes out at 361.3 kJ/mol.

Geometry as XYZ:
```
10
C4H4N2 | the Open Molecules 2025 dataset | ωB97M-V/def2-TZVPD
N -1.09 -0.62 0.36
C -0.10 0.47 0.09
C 1.23 0.02 0.08
C 2.35 -0.42 0.12
C -0.66 1.56 -0.58
N -1.20 2.45 -1.11
H -1.23 -1.28 -0.42
H -0.79 -1.16 1.17
H -2.01 -0.21 0.57
H 3.36 -0.79 0.16
```